Density functional theory data (ωB97M-V/def2-TZVPD) for a single C4H4ClFOS molecule.

Results
SMILES string	F[C@H](Cl)[C@]1(C=S)CO1
energy above the lowest of the compared OMol25 structures with the same formula, charge and spin	63.0	kcal per mole
LUMO energy	-0.63	eV
total charge	0

Each line ends with the natural charge from an NBO analysis.
Positions of all 12 atoms, in Å:
C -1.435 0.011 0.141  0.226
C 0.066 -0.028 -0.139  0.052
C 0.729 1.250 -0.143  -0.096
C 0.946 -1.225 0.251  -0.296
H -1.851 0.953 -0.064  0.196
H 1.736 1.203 0.081  0.207
H 0.164 2.222 -0.051  0.198
H 0.250 -1.927 0.824  0.222
O 0.430 0.531 -1.421  -0.470
F -1.494 -0.316 1.424  -0.326
S 2.499 -1.287 -0.092  0.144
Cl -2.040 -1.387 -0.811  -0.057